Molecular formula: C3H8NO
Method: DFT, the ωB97M-V functional and the def2-TZVPD basis

Calculated values
- Gap between HOMO and LUMO: 7.53 eV
- E_HOMO: -2.93 eV
- ΔE to the lowest compared entry with this formula, charge and spin: 97.0 kJ/mol

ORCA input file:
```
! RIJCOSX wB97M-V def2-TZVPD def2/J DEFGRID3
* xyz -1 1
C 1.21 1.23 1.87
O 1.04 -0.11 1.59
H 0.46 1.81 1.33
H 2.18 1.67 1.54
H 1.25 1.47 2.97
C -1.42 -1.58 -1.79
C -1.12 -0.43 -1.13
N 0.12 0.05 -0.72
H -0.67 -2.23 -2.21
H -2.48 -1.82 -1.75
H -1.92 0.09 -0.61
H 0.72 -0.05 -1.52
H 0.61 -0.10 0.42
*
```

Molecular formula: C3H7N3OS
Method: DFT, the ωB97M-V functional and the def2-TZVPD basis

Calculated values
- Gap between HOMO and LUMO: 9.03 eV
- Structure (SMILES): C=CN/C(=N/O)NS
- E_HOMO: -8.24 eV
- ΔE to the lowest compared entry with this formula, charge and spin: 338.0 kJ/mol

ORCA input file:
```
! RIJCOSX wB97M-V def2-TZVPD def2/J DEFGRID3
* xyz 0 1
C -2.97 -0.44 -0.24
C -1.66 -0.61 -0.20
N -0.81 0.41 0.23
C 0.57 0.40 0.20
N 1.12 1.44 -0.31
O 2.46 1.49 -0.03
N 1.22 -0.74 0.64
S 2.51 -1.47 -0.27
H -3.64 -1.28 -0.36
H -3.48 0.51 -0.11
H -1.15 -1.55 -0.40
H -1.20 1.29 0.01
H 2.71 2.31 -0.48
H 0.85 -1.27 1.45
H 3.48 -0.49 -0.13
*
```

Molecular formula: C2H2F2O2P
Method: DFT, the ωB97M-V functional and the def2-TZVPD basis

Calculated values
- Gap between HOMO and LUMO: 8.69 eV
- Structure (SMILES): O=C([O-])C(F)(F)P
- E_HOMO: -4.35 eV
- ΔE to the lowest compared entry with this formula, charge and spin: 17.1 kJ/mol

ORCA input file:
```
! RIJCOSX wB97M-V def2-TZVPD def2/J DEFGRID3
* xyz -1 1
O 0.34 0.22 1.86
C 0.31 0.99 0.92
O 0.58 2.13 0.67
C -0.31 0.30 -0.47
F 0.50 0.56 -1.60
F -1.61 0.81 -0.81
P -0.51 -1.65 -0.26
H 0.19 -1.62 0.90
H 0.51 -1.76 -1.22
*
```

Molecular formula: C5H13IN3O2
Method: DFT, the ωB97M-V functional and the def2-TZVPD basis

Calculated values
- Gap between HOMO and LUMO: 8.56 eV
- E_HOMO: -11.72 eV
- ΔE to the lowest compared entry with this formula, charge and spin: 0.0 kJ/mol

ORCA input file:
```
! RIJCOSX wB97M-V def2-TZVPD def2/J DEFGRID3
* xyz 1 1
C 1.30 0.60 1.34
C -0.86 -1.17 -1.01
C -0.10 -1.14 -2.33
C 0.78 1.72 0.83
C -1.58 0.73 0.40
N 1.27 0.15 2.60
N -1.76 -0.01 1.49
N -1.14 0.24 -0.75
O 1.97 -0.32 0.51
O 1.07 -0.39 -2.23
I 1.00 2.77 -1.06
H -0.25 -1.53 -0.18
H -1.79 -1.74 -1.02
H 0.17 -2.22 -2.46
H -0.71 -0.91 -3.24
H 0.05 2.27 1.54
H -2.02 1.71 0.33
H 1.58 0.71 3.36
H 1.66 -0.82 2.76
H -2.34 0.12 2.25
H -1.38 -0.92 1.52
H -0.63 0.88 -1.31
H 1.99 -0.19 -0.41
H 1.75 -0.52 -2.91
*
```

Molecular formula: C3H8OS2
Method: DFT, the ωB97M-V functional and the def2-TZVPD basis

Calculated values
- Gap between HOMO and LUMO: 9.44 eV
- Structure (SMILES): OCCCSS
- E_HOMO: -8.89 eV
- ΔE to the lowest compared entry with this formula, charge and spin: 53.1 kJ/mol

ORCA input file:
```
! RIJCOSX wB97M-V def2-TZVPD def2/J DEFGRID3
* xyz 0 1
O -1.80 -1.35 -1.90
C -0.44 -1.21 -2.26
C 0.43 -0.78 -1.07
C 0.56 0.70 -0.74
S -0.17 1.27 0.82
S 0.87 0.23 2.18
H -2.28 -0.52 -1.79
H -0.28 -0.44 -3.03
H -0.15 -2.20 -2.55
H 1.39 -1.30 -1.05
H 0.02 -1.33 -0.20
H 0.13 1.30 -1.52
H 1.61 0.90 -0.64
H 0.01 -0.65 2.73
*
```

Molecular formula: C35H80BN2O14S5
Method: DFT, the ωB97M-V functional and the def2-TZVPD basis

Calculated values
- Gap between HOMO and LUMO: 7.15 eV
- E_HOMO: -9.88 eV

ORCA input file:
```
! RIJCOSX wB97M-V def2-TZVPD def2/J DEFGRID3
* xyz 1 1
C 0.01 -0.37 -3.59
C 1.61 -0.50 -3.52
O 2.12 -1.00 -2.25
B 2.72 0.07 -1.50
O 4.15 0.02 -1.30
C 1.72 1.21 -0.90
N 2.41 2.39 -0.28
C 1.71 2.93 0.93
C 2.24 4.43 1.23
C 3.86 4.54 1.05
C 4.68 3.51 1.97
C 5.77 2.62 1.19
C 6.74 3.44 0.22
C 6.30 3.47 -1.32
O 7.08 2.59 -2.18
C 6.53 2.78 -3.50
C 5.12 2.11 -3.95
O 7.09 3.48 -4.38
C 0.11 2.79 0.92
C -0.36 3.00 2.47
C -1.71 3.85 2.62
C -1.30 5.38 2.90
C -2.21 6.48 2.16
O -1.34 7.61 1.83
C -1.07 7.69 0.44
C -2.20 7.79 -0.71
O 0.13 7.73 0.02
C -0.50 3.89 -0.07
O 0.10 3.92 -1.39
O 0.54 5.18 -1.70
O -0.42 1.51 0.51
C 0.58 0.57 0.06
C 1.21 -0.35 1.25
C 1.12 -1.92 0.94
C -0.38 -2.49 0.78
C -0.41 -3.50 -0.51
N -1.71 -3.39 -1.28
H -0.55 -1.08 -2.88
H -0.36 -0.50 -4.68
H -0.30 0.70 -3.28
H 1.98 -1.12 -4.41
H 2.06 0.56 -3.66
H 4.58 0.80 -1.70
H 1.14 1.62 -1.82
H 2.58 3.09 -1.02
H 3.35 2.06 0.05
H 2.08 2.30 1.82
H 2.02 4.76 2.30
H 1.80 5.22 0.54
H 4.15 5.63 1.23
H 4.04 4.36 -0.08
H 3.97 2.86 2.61
H 5.26 4.15 2.73
H 5.34 1.73 0.60
H 6.44 2.15 2.01
H 7.82 3.05 0.33
H 6.79 4.54 0.59
H 6.48 4.55 -1.70
H 5.20 3.16 -1.42
H 5.06 1.00 -3.70
H 4.30 2.62 -3.30
H 4.85 2.36 -5.03
H -0.58 1.95 2.87
H 0.46 3.47 3.10
H -2.48 3.70 1.79
H -2.23 3.48 3.58
H -0.17 5.49 2.70
H -1.43 5.57 4.03
H -2.95 6.88 2.95
H -2.83 6.08 1.30
H -3.24 7.56 -0.28
H -2.18 8.80 -1.25
H -1.96 6.93 -1.45
H -1.63 3.69 -0.22
H -0.35 4.95 0.37
H 0.94 5.15 -2.61
H 0.02 -0.19 -0.62
H 0.59 -0.16 2.20
H 2.27 0.02 1.47
H 1.77 -2.24 0.04
H 1.59 -2.46 1.85
H -0.69 -3.09 1.70
H -1.15 -1.64 0.63
H 0.41 -3.24 -1.28
H -0.20 -4.59 -0.20
H -1.46 -3.37 -2.29
H -2.15 -2.47 -1.11
C -0.57 -8.38 2.45
S 0.62 -7.03 2.39
O -0.15 -5.75 2.29
C 1.25 -7.41 0.74
H -1.12 -8.32 3.39
H -1.27 -8.30 1.61
H -0.05 -9.34 2.40
H 0.44 -7.38 0.01
H 1.72 -8.40 0.75
H 2.00 -6.66 0.48
C -0.88 -13.11 5.00
S -1.68 -11.77 4.09
O -0.66 -10.70 3.88
C -2.75 -11.24 5.44
H -0.14 -13.57 4.36
H -0.40 -12.71 5.90
H -1.63 -13.85 5.28
H -2.15 -10.96 6.31
H -3.43 -12.05 5.70
H -3.32 -10.37 5.11
C -3.23 -2.09 -8.80
S -1.62 -1.63 -8.12
O -1.36 -2.51 -6.94
C -2.14 -0.02 -7.48
H -3.15 -3.09 -9.22
H -3.98 -2.09 -8.01
H -3.50 -1.39 -9.58
H -2.96 -0.15 -6.77
H -2.46 0.62 -8.31
H -1.29 0.44 -6.97
C -2.52 11.19 0.51
S -4.11 12.02 0.31
O -4.70 11.54 -0.98
C -3.42 13.66 0.01
H -2.71 10.12 0.67
H -1.91 11.32 -0.39
H -2.00 11.60 1.38
H -2.76 13.64 -0.85
H -2.88 13.99 0.90
H -4.25 14.35 -0.18
C -6.80 -12.74 1.88
S -5.19 -12.30 2.57
O -4.95 -13.20 3.74
C -5.70 -10.69 3.22
H -6.73 -13.73 1.44
H -7.56 -12.74 2.66
H -7.07 -12.02 1.10
H -6.53 -10.82 3.92
H -6.01 -10.05 2.40
H -4.86 -10.25 3.74
*
```